1.
24
Properties=species:S:1:pos:R:3:forces:R:3:lowdin_charge:R:1 method="wB97M-V/def2-TZVPD" largest_force_ev_per_a=2.318 gap_ev=10.73 e_homo_ev=-14.77 multiplicity=1 charge=+1
O -0.901519 -3.266739 0.761307 1.28 0.98 0.66 -0.087
H -0.391223 -2.728635 1.440268 -0.76 -1.03 -1.30 0.072
O 4.884893 0.481349 0.655209 2.10 0.35 0.93 -0.066
H 0.966121 -0.745828 2.063744 -0.23 0.20 0.14 0.056
O 0.587626 -0.370955 1.261123 0.08 -0.01 -0.07 -0.098
H 5.394570 1.042102 0.033495 -0.47 -0.46 0.37 0.083
O 2.544503 -0.216745 -0.355974 0.54 1.04 -0.14 -0.051
C -1.633349 1.804586 -1.649054 1.69 -0.62 -0.26 -0.066
H -3.520962 1.289735 -0.690305 0.42 -0.71 -0.47 0.130
H -2.073465 -1.905356 0.327692 -0.83 0.07 0.66 0.079
N -1.930402 0.041119 -0.039383 -1.91 0.56 0.56 0.030
H -3.756174 -0.882365 0.263236 0.30 -0.05 -0.45 0.133
C -2.669815 -0.977416 0.219342 1.80 0.16 -0.37 0.200
H -2.210828 2.426427 -2.293837 -0.24 0.62 -0.36 0.077
H -0.299145 -3.313548 -0.007054 -0.25 -0.10 0.58 0.072
H -1.252785 0.958716 -2.253505 -0.75 0.07 0.14 0.095
H -0.666589 2.269664 -1.394501 -0.64 0.37 0.29 0.089
H 5.554256 0.300862 1.381444 -1.34 0.18 -1.20 0.109
H -2.535665 2.019436 0.408843 1.05 -0.35 -0.67 0.151
H 2.476155 0.717685 -0.623911 -0.16 -0.43 -0.25 0.079
H 1.395384 -0.230611 0.677532 -0.41 -0.39 0.17 -0.012
H -0.939423 0.118350 0.189017 0.53 -1.25 0.02 0.117
H 3.419185 -0.163402 0.099101 -0.16 -0.40 -0.11 0.025
C -2.441360 1.331566 -0.473828 -1.64 1.18 1.14 -0.217

---

2.
24
Properties=species:S:1:pos:R:3:forces:R:3:lowdin_charge:R:1 method="wB97M-V/def2-TZVPD" largest_force_ev_per_a=4.492 gap_ev=3.77 e_homo_ev=-8.65 multiplicity=1
H 0.063911 -1.828693 -1.879162 -0.92 0.24 -0.46 0.104
O -1.973262 -1.504450 0.636434 0.31 0.62 -0.32 -0.111
H -1.306934 -1.487741 1.398634 0.36 -0.01 -0.11 -0.012
H -2.671456 -2.104195 0.853625 -0.52 -0.47 0.28 0.017
O -0.123006 1.157973 1.579304 0.12 1.31 -0.32 -0.057
H 1.038579 -0.351803 -1.816252 0.10 -0.15 -0.36 0.073
H -0.588790 0.977740 0.764732 -0.48 -0.75 0.72 -0.055
O 2.528816 -0.911591 0.722818 -0.05 -0.26 -0.51 -0.085
H -1.180206 1.948510 -0.429426 0.93 -0.06 0.53 0.116
H 0.113077 -0.817259 -0.438312 0.23 -0.60 -0.13 0.033
C -1.102246 0.261543 -1.719487 0.30 -1.28 1.72 -0.192
H -1.809803 -0.078921 -0.956981 -0.09 -0.09 -0.13 0.080
O 0.044450 -1.248476 2.279331 -0.87 -0.05 0.21 -0.348
H 1.596096 -1.145019 0.860272 0.26 -0.01 0.71 -0.019
C 0.091006 -0.801493 -1.528570 0.88 1.12 1.10 -0.019
H 2.051485 2.162654 0.630030 0.27 -0.30 0.18 0.079
C -0.560312 1.514306 -1.220995 -3.94 1.02 -1.90 0.215
H 2.508243 -0.074912 0.237148 0.09 -0.17 0.33 -0.028
O 2.194433 1.670611 -0.194244 -0.30 0.86 -0.28 -0.033
H -0.139483 2.320019 -1.825933 1.13 -0.64 0.01 0.128
H -1.667589 0.220580 -2.653995 0.93 0.56 -0.67 0.147
H -0.176361 0.322837 2.153931 0.44 -1.05 -0.43 0.015
H 1.273374 1.608006 -0.485006 0.46 -0.22 0.09 -0.030
H -0.204021 -1.810224 3.032104 0.36 0.37 -0.26 -0.019

---

3.
37
Properties=species:S:1:pos:R:3:forces:R:3:lowdin_charge:R:1 method="wB97M-V/def2-TZVPD" largest_force_ev_per_a=4.740 gap_ev="6.73 / 7.97" e_homo_ev="-4.97 / -6.21" multiplicity=5 charge=-1 s_squared=6.0173
Cl -25.071098 18.123879 -15.940955 0.24 -0.31 0.64 0.648
O -22.338147 19.203476 -19.091778 -0.11 0.10 -2.19 -0.004
H -20.987336 20.068158 -13.551782 1.05 1.95 3.25 -0.034
O -23.407992 22.585958 -18.678508 -0.42 0.80 -0.58 0.051
H -24.047366 19.512784 -20.664249 0.14 -0.34 0.02 0.107
H -22.095280 20.176168 -14.948867 -3.81 2.22 -1.43 -0.055
O -23.405619 20.934696 -17.394164 -0.15 -1.55 1.47 0.035
H -25.975064 21.853599 -17.225194 0.45 -0.39 0.28 0.104
C -23.147795 19.275620 -21.232253 -0.97 0.83 -0.50 0.043
N -20.096841 21.551845 -18.762531 -1.16 -0.25 1.20 -0.411
H -25.430436 23.528977 -17.238395 0.72 -0.08 -1.17 0.087
O -23.762569 18.096821 -16.571275 0.29 0.37 -0.59 -0.390
N -22.086612 18.973679 -20.294551 3.03 -1.28 2.31 -0.354
Cr -21.631655 19.560335 -16.769125 -0.35 -0.89 0.64 0.719
O -20.404035 21.362073 -17.583381 0.27 0.46 -0.09 0.004
H -22.835071 20.207471 -21.703367 0.05 -0.15 -0.32 0.103
H -20.936734 17.855644 -16.579402 -2.58 -0.84 3.35 -0.048
H -19.325675 17.539885 -17.115920 3.55 -1.05 1.21 -0.015
H -20.839899 23.500097 -18.598402 -0.60 -0.39 -0.25 0.106
H -24.816092 22.584537 -15.999504 -0.17 -0.90 0.09 0.106
O -26.047891 18.690195 -16.870071 0.29 -0.68 0.11 -0.395
O -20.982495 18.549799 -20.697044 -2.82 1.08 0.38 0.087
O -25.363020 16.773677 -15.517073 -0.64 0.30 -0.83 -0.352
H -20.231868 18.967837 -17.754377 1.06 3.78 -1.58 -0.074
B -21.251634 19.661548 -14.515663 -0.19 -0.35 0.68 -0.381
H -19.866001 23.087804 -20.015187 0.04 0.29 -0.02 0.097
H -20.688368 17.365936 -18.245437 -1.60 -2.07 -2.99 -0.029
C -25.118597 22.502881 -17.043503 0.14 0.08 0.81 0.088
H -21.473998 22.503506 -20.075960 -0.24 -0.07 0.76 0.092
N -23.883239 21.950774 -17.762563 -0.99 2.07 -0.52 -0.376
B -20.277467 17.939951 -17.429399 0.51 -0.90 -0.32 -0.393
O -19.411335 20.825045 -19.415620 0.56 -0.29 -0.58 0.123
H -23.326225 18.495104 -21.971884 0.39 0.01 0.25 0.106
O -25.030039 18.946507 -14.773966 0.00 0.76 0.36 -0.357
H -20.405813 19.736971 -15.181351 3.62 0.57 -3.00 -0.042
H -21.425442 18.608680 -14.356002 -1.05 -3.81 0.34 -0.022
C -20.678735 22.749681 -19.372356 1.47 0.89 -1.20 0.027